{
  "formula": "C36H104N6O13",
  "method": "the ωB97M-V functional and the def2-TZVPD basis",
  "symbols": ["C", "C", "O", "H", "H", "H", "H", "H", "H", "C", "C", "O", "H", "H", "H", "H", "H", "H", "C", "C", "O", "H", "H", "H", "H", "H", "H", "C", "C", "O", "H", "H", "H", "H", "H", "H", "C", "C", "O", "H", "H", "H", "H", "H", "H", "C", "C", "O", "H", "H", "H", "H", "H", "H", "O", "H", "H", "C", "C", "C", "O", "C", "N", "H", "H", "H", "H", "H", "H", "H", "H", "H", "H", "H", "C", "C", "C", "O", "C", "N", "H", "H", "H", "H", "H", "H", "H", "H", "H", "H", "H", "C", "C", "C", "O", "C", "N", "H", "H", "H", "H", "H", "H", "H", "H", "H", "H", "H", "C", "C", "C", "O", "C", "N", "H", "H", "H", "H", "H", "H", "H", "H", "H", "H", "H", "C", "C", "C", "O", "C", "N", "H", "H", "H", "H", "H", "H", "H", "H", "H", "H", "H", "C", "C", "C", "O", "C", "N", "H", "H", "H", "H", "H", "H", "H", "H", "H", "H", "H"],
  "coordinates": [[3.005, 3.400, -3.217], [2.315, 4.712, -2.927], [1.602, 4.656, -1.689], [2.321, 2.568, -3.416], [3.687, 3.078, -2.438], [3.467, 3.432, -4.213], [1.621, 4.980, -3.728], [3.059, 5.486, -2.751], [0.985, 3.921, -1.626], [0.906, -2.434, 4.206], [0.827, -2.327, 5.730], [-0.127, -3.201, 6.320], [-0.048, -2.166, 3.749], [1.151, -3.448, 3.883], [1.704, -1.762, 3.881], [0.619, -1.307, 6.046], [1.833, -2.586, 6.084], [0.022, -4.084, 5.965], [4.439, 3.840, 0.259], [5.162, 2.482, 0.167], [4.530, 1.630, -0.772], [4.597, 4.392, -0.661], [4.776, 4.379, 1.152], [3.372, 3.706, 0.454], [5.183, 2.016, 1.156], [6.154, 2.711, -0.221], [3.646, 1.410, -0.426], [-1.215, 2.274, -4.508], [-2.350, 2.398, -5.502], [-2.696, 1.141, -6.028], [-1.006, 3.216, -3.994], [-0.274, 1.923, -4.932], [-1.472, 1.522, -3.767], [-2.141, 3.105, -6.311], [-3.204, 2.916, -5.031], [-3.056, 0.596, -5.288], [-7.763, -0.090, 0.742], [-6.768, 0.441, 1.762], [-6.882, 1.861, 1.741], [-7.841, -1.179, 0.725], [-7.448, 0.140, -0.280], [-8.727, 0.392, 0.888], [-5.744, 0.102, 1.562], [-6.969, 0.011, 2.750], [-6.888, 2.148, 2.657], [-1.075, 1.678, 6.776], [-1.750, 0.605, 5.910], [-2.240, -0.455, 6.712], [-0.482, 1.223, 7.572], [-1.795, 2.345, 7.250], [-0.419, 2.300, 6.163], [-1.021, 0.264, 5.167], [-2.588, 1.072, 5.398], [-1.532, -0.826, 7.248], [-2.409, -2.574, 4.710], [-1.832, -2.996, 5.365], [-2.763, -1.805, 5.174], [0.944, -0.186, -1.129], [0.863, 0.599, 0.170], [-0.018, -0.088, 1.210], [-1.372, -0.026, 0.863], [-2.228, -0.575, 1.827], [2.221, 0.750, 0.727], [-0.039, -0.346, -1.581], [1.331, -1.204, -1.007], [1.592, 0.308, -1.855], [0.490, 1.587, -0.108], [0.181, 0.428, 2.166], [0.310, -1.124, 1.385], [-3.258, -0.289, 1.618], [-1.986, -0.206, 2.834], [-2.188, -1.666, 1.901], [2.086, 1.410, 1.495], [2.560, -0.075, 1.217], [-2.981, -2.232, -6.051], [-3.250, -2.003, -4.562], [-2.006, -1.996, -3.719], [-1.377, -3.271, -3.705], [-0.049, -3.107, -3.239], [-3.965, -0.722, -4.305], [-3.269, -3.253, -6.300], [-1.913, -2.188, -6.291], [-3.418, -1.490, -6.717], [-3.904, -2.807, -4.212], [-2.284, -1.787, -2.673], [-1.320, -1.187, -4.002], [-0.053, -2.526, -2.309], [0.570, -2.556, -3.955], [0.405, -4.064, -2.992], [-3.874, -0.531, -3.301], [-4.962, -0.895, -4.391], [-2.391, -3.941, 1.258], [-1.342, -3.861, 0.155], [0.049, -4.214, 0.677], [1.048, -3.830, -0.249], [2.331, -4.305, 0.120], [-1.746, -4.752, -0.953], [-3.259, -3.364, 0.946], [-2.036, -3.570, 2.225], [-2.671, -4.980, 1.431], [-1.258, -2.841, -0.237], [0.124, -5.303, 0.811], [0.223, -3.692, 1.629], [2.277, -5.384, 0.308], [2.636, -3.823, 1.056], [2.998, -4.107, -0.713], [-1.601, -4.318, -1.864], [-1.084, -5.522, -1.031], [0.376, 4.715, 4.744], [1.728, 4.166, 4.300], [1.624, 2.629, 4.134], [2.689, 2.050, 3.407], [3.912, 2.072, 4.115], [2.249, 4.837, 3.115], [0.209, 5.714, 4.342], [0.328, 4.743, 5.832], [-0.470, 4.115, 4.390], [2.416, 4.387, 5.123], [0.702, 2.460, 3.562], [1.452, 2.073, 5.065], [4.668, 1.643, 3.454], [3.896, 1.518, 5.055], [4.269, 3.097, 4.265], [3.062, 4.311, 2.801], [1.590, 4.704, 2.347], [5.454, -5.143, -4.904], [5.453, -3.640, -4.630], [4.784, -3.357, -3.286], [4.897, -1.975, -3.017], [4.614, -1.653, -1.669], [6.859, -3.162, -4.663], [6.004, -5.370, -5.814], [4.436, -5.513, -5.055], [5.892, -5.668, -4.053], [4.925, -3.134, -5.439], [5.264, -4.000, -2.537], [3.723, -3.639, -3.340], [4.127, -2.467, -1.117], [3.882, -0.848, -1.591], [5.519, -1.362, -1.137], [6.781, -2.189, -4.355], [7.328, -3.571, -3.852], [-5.032, 1.799, -1.627], [-3.519, 2.018, -1.702], [-3.024, 2.965, -0.637], [-1.710, 3.409, -0.902], [-1.213, 4.159, 0.188], [-2.870, 0.672, -1.628], [-5.565, 2.644, -2.068], [-5.317, 1.670, -0.578], [-5.325, 0.896, -2.156], [-3.302, 2.415, -2.697], [-3.107, 2.463, 0.342], [-3.716, 3.813, -0.522], [-0.207, 4.510, -0.058], [-1.089, 3.494, 1.054], [-1.835, 5.035, 0.384], [-2.160, 0.770, -2.351], [-2.248, 0.616, -0.815]],
  "homo_ev": -9.251,
  "total_charge": 0,
  "e_tot_ha": -2740.4857,
  "gap_ev": 9.3611,
  "lumo_ha": 0.0041,
  "mol_weight_g_mol": 829.26
}